Entry 1:
Molecular formula: C24H27AsN7NaO2S2
Method: DFT, ωB97M-V with the def2-TZVPD basis set

```
! RIJCOSX wB97M-V def2-TZVPD def2/J DEFGRID3
* xyz -2 1
As 3.47 0.42 -2.84
S 2.10 2.96 0.72
S 0.63 -0.16 -3.99
Na 1.29 -0.17 -0.84
O 3.04 -0.78 -1.78
O 0.75 -0.50 1.04
N 0.09 -1.97 -1.49
N -2.55 -0.15 -0.89
N -0.64 3.13 0.43
N -0.99 1.86 0.13
N -0.24 -2.47 -5.00
N -0.17 -2.52 -2.75
N 0.50 5.06 0.19
C 4.10 -0.15 -4.58
C -1.77 1.25 0.93
C -3.56 2.23 4.14
C 0.27 -1.64 3.03
C -3.33 1.74 2.86
C -0.50 -3.94 2.97
C -0.11 -2.86 -0.59
C -0.14 -2.79 3.69
C 0.35 -1.56 1.60
C -0.43 -3.89 1.59
C -3.29 -2.41 -0.58
C 0.05 -1.80 -3.79
C -1.22 2.76 4.34
C -0.99 2.26 3.06
C -2.60 -1.10 1.30
C 0.54 3.66 0.40
C -2.99 -1.31 -1.37
C -2.05 1.75 2.30
C 5.20 1.02 -2.14
C 2.65 2.17 -2.86
C -3.09 -2.29 0.79
C -2.34 -0.04 0.43
C -0.04 -2.75 0.88
C -2.50 2.75 4.88
H -4.56 2.21 4.55
H 5.70 1.73 -2.79
H -0.94 -3.20 -4.86
H 4.87 0.55 -4.92
H -2.36 -1.01 2.35
H -4.15 1.34 2.28
H -0.39 3.15 4.91
H -0.72 -4.77 1.01
H 1.26 5.52 0.65
H -2.68 3.13 5.88
H 5.83 0.14 -1.99
H -3.10 -1.37 -2.45
H -0.41 5.45 0.42
H 0.01 2.25 2.64
H -0.47 -1.83 -5.74
H -0.81 -4.85 3.48
H -0.19 -2.79 4.77
H -0.39 -3.85 -0.95
H 3.28 -0.22 -5.29
H -3.65 -3.33 -1.02
H 1.68 2.18 -3.36
H 2.54 2.47 -1.82
H 5.01 1.48 -1.17
H 4.54 -1.13 -4.41
H -3.26 -3.14 1.45
H 3.35 2.84 -3.36
H 0.54 -0.75 3.58
*
```

As for the relative energy (zero: lowest compared OMol25 entry of this formula, charge and spin): 127.5 kJ/mol. The HOMO energy comes out at -1.20 eV. Its molar mass is 607.57 g mol⁻¹. The total energy comes out at -126778.3910 eV. The lowest unoccupied orbital energy comes out at 3.88 eV. For the maximum force, the calculation gives 1.66 eV/Å.

Entry 2:
Molecular formula: C12H34BCl2F4O10
Method: DFT, ωB97M-V with the def2-TZVPD basis set

```
! RIJCOSX wB97M-V def2-TZVPD def2/J DEFGRID3
* xyz -1 1
Cl -0.96 -21.67 9.29
Cl -2.00 -18.91 7.21
F -4.77 -22.49 8.86
F -5.80 -22.79 6.91
F -6.12 -20.84 7.96
F -7.09 -22.79 8.83
O -5.69 -24.88 10.82
O -6.85 -19.22 4.27
O -6.85 -22.03 11.28
O -9.27 -20.34 5.18
O -11.65 -22.34 6.59
O -9.50 -20.14 8.22
O -8.77 -22.49 6.82
O -4.84 -20.93 3.06
O -1.15 -25.27 6.41
O -3.35 -26.38 7.38
C -9.99 -19.38 5.97
C -3.56 -25.51 6.28
C -6.28 -22.94 12.19
C -2.42 -20.67 9.47
C -6.55 -24.41 11.84
C -5.58 -19.42 4.83
C -5.03 -20.81 4.48
C -2.35 -24.53 6.30
C -9.56 -23.66 6.78
C -9.07 -19.20 7.22
C -2.92 -20.26 8.07
C -10.93 -23.28 7.41
B -5.97 -22.23 8.18
H -9.04 -18.17 7.57
H -8.17 -22.53 7.59
H -9.36 -21.21 5.60
H -6.82 -22.77 13.12
H -10.01 -18.49 5.33
H -5.70 -19.47 5.92
H -9.17 -24.55 7.30
H -3.92 -19.88 8.23
H -7.57 -24.82 11.79
H -6.62 -22.25 10.35
H -8.04 -19.48 7.03
H -4.16 -21.03 5.11
H -11.52 -24.20 7.44
H -11.00 -19.72 6.15
H -2.40 -23.77 7.08
H -2.16 -19.82 10.09
H -3.01 -21.05 7.33
H -11.88 -22.84 5.81
H -5.08 -20.05 2.74
H -4.53 -25.03 6.39
H -9.52 -24.02 5.75
H -5.21 -22.80 12.36
H -2.81 -27.13 7.15
H -3.58 -26.04 5.33
H -6.04 -24.92 12.67
H -10.74 -22.93 8.42
H -1.28 -25.81 7.20
H -4.88 -18.64 4.54
H -5.73 -24.31 10.06
H -9.27 -21.01 7.86
H -7.51 -19.66 4.83
H -3.17 -21.24 10.01
H -5.79 -21.57 4.69
H -2.30 -23.96 5.37
*
```

As for the relative energy (zero: lowest compared OMol25 entry of this formula, charge and spin): 78.3 kJ/mol. The HOMO energy comes out at -7.05 eV. Its molar mass is 496.10 g mol⁻¹. The total energy comes out at -70067.9925 eV. The lowest unoccupied orbital energy comes out at 2.54 eV. For the maximum force, the calculation gives 2.97 eV/Å.

Entry 3:
Molecular formula: C33H35F5N4P2PbS
Method: DFT, ωB97M-V with the def2-TZVPD basis set

```
! RIJCOSX wB97M-V def2-TZVPD def2/J DEFGRID3
* xyz 0 1
Pb -1.03 0.91 -0.96
S 0.45 4.23 -0.44
P -0.37 -0.65 -3.22
P -2.42 -1.35 -0.42
F -1.66 8.15 2.04
F 0.61 8.57 3.51
F 2.69 4.86 1.42
F 2.78 6.92 3.20
F -1.78 6.07 0.28
N 0.03 -0.72 -4.94
N -4.18 -1.97 -0.50
N -2.07 -2.34 1.02
N 1.00 -1.65 -2.71
C 3.01 -0.82 4.33
C -6.43 -1.95 -0.76
C 2.21 -3.47 -2.11
C -5.30 -1.15 -0.61
C 1.12 -3.04 -2.85
C 0.64 -1.73 -5.70
C 4.33 2.08 2.65
C -6.00 -3.31 -0.74
C -1.87 -4.09 2.45
C -4.61 -3.30 -0.58
C 4.00 1.57 4.02
C 0.56 7.54 2.64
C -1.78 -2.53 -1.67
C -0.37 -0.27 -7.14
C -2.15 -2.92 3.21
C 0.47 5.42 0.73
C 2.02 -1.22 -1.85
C 1.67 6.71 2.47
C 0.42 -1.47 -7.05
C -0.64 6.28 0.97
C 2.07 -0.05 2.13
C -0.60 7.32 1.89
C 2.03 -0.82 3.42
C 3.45 0.06 1.43
C 1.61 5.67 1.55
C 4.11 1.41 1.51
C -2.34 2.10 0.41
C -2.27 -1.86 2.32
C -0.60 0.17 -5.84
C 4.24 0.04 4.27
C 2.78 -2.32 -1.48
C -1.68 -1.95 -3.10
C -1.84 -3.71 1.11
H -6.60 -4.20 -0.84
H -7.44 -1.60 -0.88
H 1.37 -0.54 1.43
H -1.66 -4.29 0.22
H -1.13 1.02 -5.45
H -0.72 0.20 -8.04
H -2.45 -3.41 -1.69
H 3.64 -2.32 -0.83
H 2.97 1.84 4.30
H 0.77 -2.08 -7.88
H 2.11 -0.16 -1.60
H -0.79 -2.89 -1.34
H 1.67 0.97 2.29
H -2.63 -1.46 -3.38
H -3.20 1.49 0.72
H 2.53 -4.50 -2.03
H -2.25 -2.86 4.29
H -2.63 3.03 -0.12
H 2.96 -1.49 5.19
H 4.42 1.83 0.56
H -1.72 -5.10 2.82
H 0.41 -3.59 -3.44
H -3.92 -4.12 -0.51
H -2.48 -0.81 2.46
H 4.75 -0.03 5.24
H -1.51 -2.76 -3.83
H 1.19 -2.52 -5.23
H -5.17 -0.08 -0.55
H 4.66 2.11 4.71
H 1.11 -1.38 3.57
H -1.65 2.37 1.23
H 4.94 -0.34 3.51
H 4.75 3.09 2.63
H 3.29 -0.15 0.37
H 4.12 -0.73 1.78
*
```

The HOMO energy (alpha / beta) comes out at -6.48 / -6.48 eV. Its molar mass is 883.88 g mol⁻¹. The total energy comes out at -88990.4439 eV. The lowest unoccupied orbital energy (alpha / beta) comes out at -2.60 / -2.60 eV. For the maximum force, the calculation gives 6.14 eV/Å.

Entry 4:
Molecular formula: C30H47BrCl2EuN3O6Si
Method: DFT, ωB97M-V with the def2-TZVPD basis set

```
! RIJCOSX wB97M-V def2-TZVPD def2/J DEFGRID3
* xyz -1 8
Eu -0.76 -0.44 -1.13
Br -0.92 -4.71 1.12
Cl 1.54 3.97 -0.38
Cl -0.05 -1.68 -3.43
Si 2.86 2.42 0.01
O 0.97 -1.43 0.11
O -0.02 1.19 -2.26
O -2.20 -2.03 -0.62
O -1.50 1.31 0.49
O -2.29 -1.50 1.60
O -1.71 -0.84 4.75
N -2.00 -3.13 4.50
N -2.12 2.31 2.46
N 2.33 -3.19 -0.35
C -2.52 -2.23 0.61
C 3.23 -2.82 0.72
C -2.82 -4.60 1.05
C -1.58 3.44 -2.61
C -4.80 -3.20 0.77
C -5.03 -5.52 1.39
C -0.23 3.33 -3.27
C -1.53 3.59 2.11
C -5.60 -4.27 1.11
C 2.84 3.09 -3.29
C 2.77 -4.11 -1.38
C 3.75 1.10 -4.99
C -3.42 -3.38 0.77
C -2.79 2.21 3.74
C -3.05 -4.13 4.55
C 1.84 1.73 1.46
C 1.23 -2.49 -0.53
C -1.98 1.25 1.65
C 3.05 0.87 -1.05
C 0.43 1.93 -3.33
C 4.49 3.26 -0.06
C -0.21 5.76 -3.94
C -2.34 -1.82 4.33
C -0.77 -3.48 5.17
C -3.64 -5.70 1.31
C 1.97 2.04 -3.63
C 2.51 0.98 -4.37
C 0.34 4.38 -3.88
C 4.13 3.18 -3.85
C 4.60 2.18 -4.71
H 4.63 3.48 1.03
H 5.29 2.62 -0.48
H -0.45 3.61 2.35
H -3.87 2.08 3.60
H -1.65 3.80 1.05
H -3.29 -1.71 3.79
H -6.69 -4.12 1.14
H -1.77 2.58 -1.95
H -0.51 6.13 -2.95
H -0.05 -2.67 5.07
H 1.86 0.12 -4.53
H -2.34 0.34 2.17
H 5.61 2.22 -5.17
H -3.42 -4.27 5.58
H 2.70 -2.80 1.67
H -0.38 -4.40 4.71
H 2.23 2.20 2.38
H -3.20 -6.67 1.48
H -2.44 1.34 4.30
H 4.02 -3.56 0.75
H 2.99 -3.59 -2.32
H -1.03 5.83 -4.67
H 0.56 6.43 -4.34
H 3.61 0.18 -0.38
H 4.79 4.02 -3.60
H 1.27 4.27 -4.46
H 0.01 1.35 -4.18
H -0.96 -3.69 6.24
H -1.68 4.34 -1.98
H -5.17 -2.22 0.50
H 0.76 1.99 1.32
H -3.88 -3.82 3.90
H -2.60 3.14 4.29
H 1.99 -4.84 -1.59
H 0.56 -2.87 -1.31
H 2.51 3.91 -2.65
H 1.90 0.63 1.52
H -2.03 4.36 2.71
H -5.67 -6.34 1.69
H -2.65 -5.09 4.19
H 4.57 4.16 -0.69
H 2.17 0.30 -1.40
H -2.39 3.46 -3.37
H 3.66 -1.84 0.54
H 3.67 -4.61 -1.05
H 4.08 0.33 -5.68
H 3.70 1.01 -1.92
*
```

The HOMO energy (alpha / beta) comes out at -1.92 / -4.62 eV. Its molar mass is 876.58 g mol⁻¹. The total energy comes out at -170927.6022 eV. The lowest unoccupied orbital energy (alpha / beta) comes out at 2.23 / 2.23 eV. For the maximum force, the calculation gives 3.38 eV/Å.